[1]
This record from OMol25 describes a molecular structure, C32H33I2N7O4SSc at a distorted geometry. The level of theory is ωB97M-V with the def2-TZVPD basis set.

The geometry in XYZ format:
```
80
C32H33I2N7O4SSc (ωB97M-V with the def2-TZVPD basis set)
Sc -0.331 -0.778 -0.237
I -7.114 -1.040 3.956
C -5.468 -1.134 2.660
C -5.601 -1.733 1.442
C -4.522 -1.883 0.605
I -4.816 -3.039 -1.157
C -3.261 -1.314 0.848
O -2.244 -1.378 -0.097
C -3.079 -0.709 2.091
C -1.741 -0.236 2.563
N -0.588 -1.006 2.033
C -0.702 -2.498 2.332
C 0.495 -3.120 1.637
C 1.191 -4.239 2.152
C 2.341 -4.625 1.400
C 2.841 -3.883 0.314
C 1.966 -2.927 -0.148
N 0.855 -2.543 0.478
C -4.175 -0.648 3.008
H -6.580 -2.185 1.138
H -1.580 0.827 2.410
H -1.715 -0.368 3.685
H 0.298 -0.670 2.464
H -0.758 -2.653 3.437
H -1.619 -2.935 1.923
H 0.947 -4.725 3.093
H 2.815 -5.517 1.717
H 3.827 -4.087 -0.082
H 2.215 -2.454 -1.108
H -4.077 -0.188 3.979
C 3.494 0.732 -1.157
C 2.445 0.919 -0.142
O 1.610 0.059 0.137
N 2.417 2.119 0.451
C 1.532 2.399 1.536
C 2.139 2.087 2.863
C 2.868 3.012 3.543
C 3.481 2.727 4.757
C 3.221 1.435 5.300
C 2.510 0.498 4.555
N 2.023 0.851 3.351
H 4.427 0.699 -0.613
H 3.572 1.357 -2.010
H 3.345 -0.273 -1.595
H 3.197 2.713 0.300
H 0.647 1.818 1.280
H 1.138 3.435 1.427
H 2.962 4.020 3.162
H 3.939 3.533 5.237
H 3.590 1.163 6.286
H 2.431 -0.494 4.949
C 2.625 -1.391 -6.207
C 2.506 -0.607 -4.876
C 1.292 -1.026 -4.091
N 1.240 -1.300 -2.808
N 0.037 -1.790 -2.379
C -0.873 -1.837 -3.350
N -2.120 -2.118 -3.052
S -0.204 -1.381 -4.899
H 3.466 -1.134 -6.775
H 1.698 -1.188 -6.701
H 2.619 -2.438 -6.002
H 2.571 0.485 -5.015
H 3.279 -0.871 -4.189
H -2.386 -2.354 -2.047
H -2.878 -2.369 -3.709
O -0.687 0.781 -1.936
C -1.126 1.627 -1.091
O -1.002 1.408 0.128
C -1.778 2.897 -1.568
C -2.212 2.937 -2.908
C -2.847 4.072 -3.331
C -3.019 5.157 -2.456
C -2.510 5.139 -1.176
C -1.919 3.990 -0.727
H -2.060 2.117 -3.612
H -3.144 4.135 -4.386
H -3.379 6.075 -2.814
H -2.543 5.981 -0.450
H -1.452 3.883 0.277
```

Multiplicity: 1
Net charge: +1
Gap between HOMO and LUMO: 7.95 eV
LUMO energy: -0.08162 Ha

=====

[2]
This record from OMol25 describes a single C3H8N2O2S molecule at a distorted geometry. The level of theory is ωB97M-V with the def2-TZVPD basis set.

The geometry in XYZ format:
```
16
C3H8N2O2S (ωB97M-V with the def2-TZVPD basis set)
C 1.429 -1.432 2.137
C -0.521 -0.031 -0.226
C -1.484 1.225 -0.269
H 2.539 -2.044 2.260
H 0.461 -2.058 2.566
H 1.403 -0.233 2.618
H -2.192 1.095 -1.054
H -2.017 1.374 0.671
H 0.337 2.214 -1.637
H 0.837 -0.875 -1.179
H -0.914 0.185 -3.072
N -0.139 -0.471 0.890
N -0.159 -0.579 -1.413
O 0.980 -1.490 0.775
O -0.098 0.420 -2.457
S -0.462 2.700 -0.611
```

Multiplicity: 1
SMILES: CO/N=C(/CS)NO
Gap between HOMO and LUMO: 9.62 eV
LUMO energy: 0.01745 Ha

=====

[3]
This record from OMol25 describes a single C5H9ClSi molecule at a distorted geometry. The level of theory is ωB97M-V with the def2-TZVPD basis set.

The geometry in XYZ format:
```
16
C5H9ClSi (ωB97M-V with the def2-TZVPD basis set)
C -1.049 0.507 0.221
C 0.264 0.534 -0.062
C -1.555 -0.762 0.646
C 0.910 -0.824 0.232
C -0.421 -1.762 0.236
Si 1.207 2.025 -0.667
Cl 2.090 1.541 -2.450
H -1.740 1.270 0.314
H -1.839 -0.708 1.823
H -2.526 -0.935 0.092
H 1.432 -1.011 -0.695
H 1.390 -0.864 1.264
H -0.283 -2.575 1.045
H -0.632 -2.193 -0.762
H 2.461 2.507 -0.094
H 0.291 3.251 -1.143
```

Multiplicity: 1
SMILES: Cl[SiH2]C1=CCCC1
Gap between HOMO and LUMO: 10.34 eV
LUMO energy: 0.02928 Ha

=====

[4]
This record from OMol25 describes a gas-phase ion, C11H16N4 (charge +2) at a distorted geometry. The level of theory is ωB97M-V with the def2-TZVPD basis set.

The geometry in XYZ format:
```
31
C11H16N4 (ωB97M-V with the def2-TZVPD basis set)
C -2.029 2.079 2.078
C -2.678 1.051 1.496
C 0.015 1.502 0.792
C 1.001 -0.970 -3.115
C -0.584 2.335 1.732
C -1.995 0.249 0.456
C 0.848 -1.139 -0.692
C 0.070 3.404 2.415
C -2.569 -0.771 -0.245
C 1.306 -1.775 0.596
C 2.356 -2.642 -2.008
N 0.422 0.115 -3.195
N 1.397 -1.596 -1.855
N -0.628 0.441 0.245
N -0.051 -0.197 -0.728
H -2.585 2.619 2.896
H -3.688 0.564 1.643
H 0.996 1.634 0.589
H 1.121 -1.664 -3.992
H 0.091 4.316 1.871
H -0.558 3.664 3.262
H 1.148 3.075 2.751
H -3.694 -0.857 -0.381
H 0.163 0.790 -2.444
H -2.011 -1.518 -0.749
H 0.425 -2.163 1.277
H 1.960 -2.582 0.394
H 1.856 -1.075 1.122
H 2.649 -2.853 -3.080
H 3.327 -2.518 -1.528
H 1.922 -3.520 -1.603
```

Multiplicity: 1
Net charge: +2
Gap between HOMO and LUMO (spin up / spin down): 5.25 / 6.20 eV
LUMO energy (spin up / spin down): -0.39513 / -0.38373 Ha

=====

[5]
This record from OMol25 describes a single C2N2S molecule at a distorted geometry. The level of theory is ωB97M-V with the def2-TZVPD basis set.

The geometry in XYZ format:
```
5
C2N2S (ωB97M-V with the def2-TZVPD basis set)
C -1.317 -0.192 -0.008
C 1.383 0.114 0.118
N -2.200 -0.909 0.022
N 2.457 -0.183 -0.097
S -0.323 1.170 -0.035
```

Multiplicity: 1
SMILES: N#CSC#N
Gap between HOMO and LUMO: 9.47 eV
LUMO energy: -0.06687 Ha

=====

[6]
This record from OMol25 describes a single C3H7BO2 molecule at a distorted geometry. The level of theory is ωB97M-V with the def2-TZVPD basis set.

The geometry in XYZ format:
```
13
C3H7BO2 (ωB97M-V with the def2-TZVPD basis set)
B 1.665 -0.068 0.145
C 0.149 -0.458 0.177
C -0.886 0.376 -0.025
C -2.383 -0.052 0.037
O 1.852 1.302 0.047
O 2.630 -0.943 -0.040
H -0.342 -1.594 0.577
H -0.617 1.381 -0.333
H -2.831 -0.136 -1.046
H -3.062 0.534 0.753
H -2.425 -1.109 0.260
H 2.740 1.558 -0.136
H 3.511 -0.791 -0.416
```

Multiplicity: 1
SMILES: C/C=C/B(O)O
Gap between HOMO and LUMO: 9.82 eV
LUMO energy: 0.01188 Ha

=====

[7]
This record from OMol25 describes 3 unconnected molecules or ions with the total composition C5H13NO at a distorted geometry. The level of theory is ωB97M-V with the def2-TZVPD basis set.

The geometry in XYZ format:
```
20
C5H13NO (ωB97M-V with the def2-TZVPD basis set)
C 1.167 -1.491 -0.110
C -2.337 0.258 -1.062
C -1.697 0.298 0.154
C -2.031 -0.603 1.162
C -0.465 1.124 0.301
N 2.114 -0.612 0.449
H 0.429 -1.890 0.613
H 0.608 -0.924 -0.868
H -1.989 0.829 -1.909
H -3.306 -0.230 -1.097
H -2.888 -1.256 1.060
H -1.469 -0.465 2.076
H 0.105 1.109 -0.626
H -0.751 2.164 0.489
H 0.189 0.871 1.133
H 1.538 -2.352 -0.701
H 2.186 0.362 -0.048
H 3.056 -0.913 0.644
H 3.095 2.037 -1.138
O 2.446 1.684 -0.523
```

Multiplicity: 1
Gap between HOMO and LUMO: 3.42 eV
LUMO energy: -0.12925 Ha

=====

Record order is preserved below.
Calculated total energy: -3677.8141 -777.0762 -945.5820 -646.9748 -583.8256 -293.8872 -328.0519 a.u.
Record order is preserved below.
Relative energy (zero: lowest compared OMol25 entry of this formula, charge and spin): 0.643 5.524 1.145 4.866 1.194 0.518 7.263 eV